1.
A molecular structure, C36H46BrN10O2PtS, computed with ωB97M-V/def2-TZVPD.

Output
**Energy relative to the best compared isomer or geometry (same formula, charge and spin)**: 0.00 kJ/mol
**Maximum force**: 0.509 eV/Å
**HOMO energy**: -0.3492 Eh
**DFT total energy**: -5188.858699 Ha
**LUMO energy**: -2.41 eV

```
! RIJCOSX wB97M-V def2-TZVPD def2/J DEFGRID3
* xyz 1 1
Pt -0.54 -0.89 -1.07
Br -0.43 -4.37 -1.86
S -3.33 2.03 -3.07
O 1.33 -1.02 1.74
O 0.84 -2.07 -0.19
N 3.38 0.76 -0.70
N 1.25 1.53 -0.25
N -1.53 -0.23 2.96
N -0.62 1.94 -2.80
N -1.97 0.17 -2.03
N -3.27 -0.26 -1.96
N 3.16 2.37 0.92
N 0.09 -1.80 -2.83
N -2.04 -1.99 1.60
N -1.28 0.02 0.63
C 4.55 0.14 -0.11
C -1.51 -3.04 2.46
C -6.26 1.18 -1.33
C 2.51 2.89 2.10
C 1.00 3.90 -0.35
C 0.46 2.67 -0.02
C 1.65 -2.71 -4.96
C -3.06 1.52 0.95
C 4.02 -5.21 1.98
C -4.10 0.59 -2.45
C -2.86 -2.42 0.48
C 2.35 -3.11 1.29
C -5.58 0.41 -2.46
C -0.94 2.58 0.34
C -1.72 1.39 0.65
C -0.65 0.86 3.32
C -3.72 2.75 1.03
C 1.45 -1.94 0.95
C 0.27 5.10 -0.29
C -1.83 1.35 -2.59
C 0.40 -3.10 -2.97
C 3.49 -5.15 0.70
C 4.46 2.97 0.66
C 1.25 -1.38 -4.89
C -1.04 5.06 0.08
C -2.47 -0.63 3.99
C 1.20 -3.58 -3.99
C -1.66 3.82 0.39
C 3.03 0.26 -2.01
C 2.53 1.57 0.01
C -1.58 -0.71 1.70
C -3.03 3.88 0.75
C 3.73 -4.23 2.91
C 2.65 -4.10 0.36
C 0.49 -0.98 -3.82
C 2.90 -3.17 2.56
H -0.64 2.94 -2.92
H 4.80 2.72 -0.34
H -1.03 -3.80 1.85
H 2.81 -0.81 -1.98
H 4.58 0.34 0.96
H -5.77 -0.66 -2.37
H -3.63 0.61 1.12
H -1.14 1.83 3.24
H -1.97 -1.15 4.81
H -3.63 -1.69 0.26
H 2.66 -2.39 3.27
H -3.51 4.86 0.78
H 1.42 -4.64 -4.03
H 2.17 3.92 1.96
H 2.23 -4.03 -0.64
H 0.75 6.03 -0.54
H 4.50 -0.94 -0.26
H -0.32 0.71 4.34
H -2.31 -3.51 3.04
H -3.23 -1.29 3.57
H 5.21 2.64 1.38
H 3.21 2.86 2.93
H 1.54 -0.66 -5.64
H 4.37 4.06 0.73
H -2.28 -2.58 -0.43
H -5.92 0.81 -0.36
H -7.34 1.07 -1.39
H 4.67 -6.03 2.25
H 3.72 -5.91 -0.02
H -2.96 0.26 4.39
H 2.03 3.93 -0.67
H 2.28 -3.06 -5.76
H -3.33 -3.36 0.76
H 2.16 0.79 -2.40
H -0.77 -2.62 3.14
H 4.15 -4.28 3.91
H -6.02 2.24 -1.37
H 0.21 0.80 2.66
H -5.98 0.73 -3.43
H -1.63 5.96 0.14
H 5.47 0.50 -0.57
H 0.09 1.64 -2.12
H 0.19 0.06 -3.73
H -4.77 2.78 1.29
H 3.87 0.42 -2.70
H 1.66 2.27 2.34
*
```

---

2.
A molecular structure, C29H51N12STi, computed with ωB97M-V/def2-TZVPD.

Output
**Energy relative to the best compared isomer or geometry (same formula, charge and spin)**: 0.00 kJ/mol
**Maximum force**: 0.471 eV/Å
**HOMO energy**: -0.5831 Eh
**DFT total energy**: -3039.573660 Ha
**LUMO energy**: -9.63 eV

```
! RIJCOSX wB97M-V def2-TZVPD def2/J DEFGRID3
* xyz 3 1
Ti 0.08 -0.64 0.10
S -1.77 0.44 1.02
N -0.02 -0.26 -2.27
N 0.30 -0.70 4.07
N -1.93 2.89 2.04
N 0.76 1.37 0.51
N -1.69 2.45 -1.55
N 0.10 2.38 1.14
N 0.73 -1.44 1.86
N -2.96 -2.44 -1.19
N 2.20 0.02 2.97
N -0.98 -2.38 0.08
N -1.39 -4.12 -1.47
N 2.19 -0.60 -0.42
C -1.16 3.82 -1.59
C -1.34 -4.44 1.49
C -1.80 -3.00 -0.87
C 4.06 0.81 -0.90
C 0.86 -0.49 5.41
C -1.10 -1.11 4.10
C -0.71 -3.22 1.21
C -3.83 -1.83 -0.17
C 0.13 -1.58 -2.93
C 1.06 0.56 -2.87
C 2.33 1.31 3.63
C 2.92 -1.67 -0.76
C -1.37 0.28 -2.73
C -1.13 2.03 1.41
C -1.53 1.79 -2.83
C 4.23 -1.55 -1.21
C -0.01 -4.60 -1.42
C 0.14 -4.79 3.35
C 1.93 1.68 0.07
C -3.59 -2.56 -2.51
C 2.76 0.61 -0.46
C -2.33 -5.13 -1.99
C 0.26 -2.75 2.09
C 0.73 -3.56 3.12
C 4.80 -0.29 -1.30
C 3.46 -0.58 2.52
C -0.92 -5.21 2.56
C 1.07 -0.70 2.98
C -3.11 2.49 -1.21
H 5.81 -0.18 -1.65
H 1.14 1.53 -2.39
H 0.21 -1.44 -4.01
H -1.51 -1.18 3.10
H 2.45 -2.64 -0.66
H 4.00 0.11 1.88
H -0.72 -2.21 -2.74
H 0.49 -5.42 4.16
H -1.52 -0.13 -3.74
H 1.54 -3.22 3.76
H 1.35 1.70 3.89
H -0.09 3.79 -1.79
H -3.33 -1.84 0.79
H 4.09 -0.78 3.40
H 0.08 -5.40 -0.69
H -1.59 3.81 2.25
H -3.69 3.06 -1.95
H -4.08 -0.81 -0.45
H -2.14 -0.16 -2.09
H 4.78 -2.44 -1.47
H 4.48 1.81 -0.93
H -2.03 -6.09 -1.57
H -3.95 -1.57 -2.80
H 3.27 -1.51 2.01
H -4.45 -3.23 -2.49
H 0.26 -4.97 -2.41
H 0.66 -3.79 -1.15
H -2.39 1.97 -3.50
H 1.04 -2.07 -2.59
H 1.95 -0.55 5.39
H -3.53 1.48 -1.17
H -1.64 4.44 -2.36
H -3.34 -4.91 -1.66
H 0.84 0.72 -3.93
H -2.30 -5.18 -3.07
H -2.88 2.66 2.27
H -1.66 -0.36 4.66
H -1.42 -6.15 2.76
H -2.87 -2.90 -3.25
H 0.55 0.46 5.83
H -3.26 2.96 -0.24
H 0.49 -1.30 6.05
H 2.95 1.26 4.53
H 2.29 2.70 0.15
H -0.68 2.22 -3.37
H -1.19 -2.07 4.61
H -4.74 -2.43 -0.10
H -1.31 4.29 -0.62
H 2.00 0.03 -2.81
H 2.80 2.01 2.94
H -2.16 -4.79 0.87
*
```

---

3.
A molecular structure, C26H14Br2Cl2CrN2O10 at a distorted geometry, computed with ωB97M-V/def2-TZVPD.

Output
**Energy relative to the best compared isomer or geometry (same formula, charge and spin)**: 95.54 kJ/mol
**Maximum force**: 3.778 eV/Å
**HOMO energy (spin up / spin down)**: -0.0008 / -0.0914 Eh
**DFT total energy**: -8974.265434 Ha
**LUMO energy (spin up / spin down)**: 3.28 / 3.28 eV

```
! RIJCOSX wB97M-V def2-TZVPD def2/J DEFGRID3
* xyz -2 5
Br 2.15 -5.78 -3.75
Br -7.36 -0.28 -0.08
Cr 1.34 1.01 -0.43
Cl 2.70 4.20 2.92
Cl -1.57 7.21 1.89
O 0.69 2.46 -1.66
O 1.10 -0.66 -1.54
O 1.75 2.58 0.77
O 5.34 -2.94 3.15
O -0.44 0.58 0.36
O 3.28 0.81 -0.97
O -0.91 -1.06 1.81
O 5.34 -0.02 -0.49
O -0.99 -0.20 -2.30
O 6.19 -1.77 1.45
N 2.17 -0.37 0.95
N 1.64 -1.07 1.95
C -1.01 4.94 0.49
C -2.74 -0.01 0.71
C -0.03 3.96 0.08
C -1.60 -4.37 -2.80
C -0.76 5.72 1.58
C -3.60 -0.74 1.55
C 3.85 -1.63 1.85
C 1.27 4.46 2.11
C 3.51 -0.71 0.86
C 0.40 5.49 2.37
C -4.95 -0.69 1.46
C -1.52 -2.98 -2.66
C -0.05 -0.99 -2.14
C -0.22 -2.45 -2.61
C -0.53 -5.20 -3.06
C 0.90 -3.26 -2.93
C -4.70 0.67 -0.54
C 4.12 0.07 -0.32
C -3.32 0.64 -0.37
C -0.04 3.41 -1.23
C -1.29 -0.14 0.91
C 0.98 3.58 1.00
C 2.62 -1.84 2.49
C -5.52 -0.02 0.32
C 5.20 -2.18 2.22
C 0.74 -4.61 -3.17
H -0.80 3.78 -1.95
H -2.56 -4.84 -2.71
H 1.89 -2.73 -2.88
H -3.13 -1.30 2.38
H -2.68 1.04 -1.10
H -5.61 -1.14 2.22
H 2.40 -2.51 3.33
H 0.62 6.25 3.14
H -0.75 -6.22 -3.28
H -2.37 -2.27 -2.46
H 5.85 -1.14 0.73
H 0.07 -1.03 1.90
H -5.18 1.15 -1.35
H -1.92 5.12 -0.17
*
```

---

4.
A molecular structure, ClI2PS at a distorted geometry, computed with ωB97M-V/def2-TZVPD.

Output
**Energy relative to the best compared isomer or geometry (same formula, charge and spin)**: 203.21 kJ/mol
**Maximum force**: 2.922 eV/Å
**HOMO energy (spin up / spin down)**: -0.3305 / -0.3383 Eh
**DFT total energy**: -1795.074863 Ha
**LUMO energy (spin up / spin down)**: -2.29 / -2.43 eV

```
! RIJCOSX wB97M-V def2-TZVPD def2/J DEFGRID3
* xyz 0 1
I 1.93 1.24 -0.25
I 0.98 -2.26 0.01
Cl -0.63 0.26 1.80
S -2.29 0.76 -1.51
P 0.02 0.00 -0.04
*
```

---

5.
2 unconnected molecules or ions with the total composition NO5S at a distorted geometry, computed with ωB97M-V/def2-TZVPD.

Output
**Energy relative to the best compared isomer or geometry (same formula, charge and spin)**: 47.32 kJ/mol
**Maximum force**: 2.216 eV/Å
**HOMO energy (spin up / spin down)**: -0.1823 / -0.1822 Eh
**DFT total energy**: -829.127593 Ha
**LUMO energy (spin up / spin down)**: 3.61 / 3.61 eV

```
! RIJCOSX wB97M-V def2-TZVPD def2/J DEFGRID3
* xyz -1 1
S -0.72 -0.67 -0.42
O -0.92 -1.50 0.75
O -0.02 -1.25 -1.54
O -1.80 0.25 -0.72
O 0.57 1.95 0.91
O 2.02 0.40 0.46
N 0.88 0.83 0.55
*
```